[1]
Below is a structure of composition C35H12Cl72O4S in a non-equilibrium geometry, with properties calculated with ωB97M-V/def2-TZVPD.

```
124
Properties=species:S:1:pos:R:3:lowdin_charge:R:1
C 3.52586 -1.32522 0.39684 -0.01
C 2.65419 -0.00739 0.07404 -0.42
O 3.23289 0.90895 -0.56434 0.04
O 1.29789 0.17779 0.47314 -0.07
C 0.40113 0.05493 -0.68000 -0.18
C 0.13100 -1.49585 -0.96716 -0.04
C 1.14433 -2.41249 -1.74596 -0.02
C 0.85397 -3.91970 -2.06151 -0.52
S 2.11532 -4.85338 -3.02215 0.70
C -0.48747 -4.55820 -1.58710 0.00
C -1.46815 -3.64278 -0.82558 -0.02
C -1.19385 -2.13021 -0.49629 0.02
C -2.35113 -1.33531 0.29622 -0.26
O -2.10954 -0.51766 1.22379 0.01
C -3.84511 -1.69375 -0.19420 -0.17
C -4.98874 -0.65678 -0.32363 -0.17
C -6.37306 -1.16206 -0.86420 -0.16
C -6.61728 -2.66633 -1.25400 -0.09
C -5.48121 -3.71813 -1.08468 -0.01
C -4.12448 -3.19849 -0.55547 -0.04
C -2.89527 -4.22448 -0.34527 -0.24
O -3.03314 -5.36045 0.18016 -0.02
H 3.77509 -1.87351 -0.58825 0.08
H 2.98043 -2.07500 1.06116 0.10
H 4.50630 -0.97596 0.87971 0.01
H 0.82738 0.58643 -1.61506 0.02
H -0.56623 0.62665 -0.41582 0.12
H 2.11649 -1.91768 -2.11620 0.10
H 3.24393 -4.02538 -2.95962 -0.11
H -0.77343 -5.65599 -1.77243 0.12
H -4.84378 0.43868 -0.04401 0.11
H -7.25718 -0.41057 -1.00466 -0.06
H -7.60961 -3.04621 -1.67148 0.08
H -5.57954 -4.82247 -1.35108 0.06
C -1.59915 2.24879 -3.48449 -1.96
Cl -2.13569 2.10904 -5.17200 0.52
Cl 0.05249 1.60926 -3.33130 0.58
Cl -1.61882 3.95665 -2.99550 0.49
Cl -2.69369 1.31851 -2.43650 0.55
C 6.11303 1.07386 3.02160 -1.97
Cl 6.44513 -0.59207 2.50097 0.53
Cl 4.37619 1.40515 2.85265 0.55
Cl 6.58985 1.26884 4.72032 0.51
Cl 7.03426 2.21942 2.01340 0.50
C -4.61824 -1.24202 3.71082 -1.94
Cl -5.11909 -1.36458 2.00326 0.72
Cl -2.98460 -1.91214 3.89816 0.50
Cl -4.61954 0.46454 4.20769 0.53
Cl -5.75281 -2.15749 4.73087 0.52
C -0.21039 -4.78646 5.49963 -2.02
Cl -1.84041 -5.40982 5.83024 0.50
Cl 0.62055 -4.45381 7.03438 0.52
Cl 0.71027 -5.99391 4.57709 0.52
Cl -0.33366 -3.28731 4.55539 0.49
C 7.24240 2.75551 8.50371 -1.98
Cl 8.58809 2.55495 7.35758 0.50
Cl 7.49581 4.23252 9.45881 0.52
Cl 5.71212 2.88303 7.60695 0.49
Cl 7.17582 1.35236 9.59008 0.49
C 3.02316 6.30291 8.44270 -2.01
Cl 2.53366 6.14472 6.74153 0.50
Cl 4.67641 5.68436 8.64267 0.47
Cl 2.96838 8.01434 8.91753 0.52
Cl 1.91314 5.36736 9.46986 0.51
C 10.41059 -0.78154 1.03588 -2.01
Cl 9.24209 0.47536 1.49573 0.45
Cl 9.93221 -1.49355 -0.52039 0.52
Cl 12.02859 -0.06218 0.88555 0.52
Cl 10.43883 -2.04773 2.28254 0.51
C -9.66645 0.35371 -3.18668 -1.96
Cl -11.03400 0.49865 -2.06178 0.53
Cl -8.30269 -0.44724 -2.36587 0.65
Cl -10.15356 -0.61409 -4.59440 0.50
Cl -9.16620 1.97139 -3.72297 0.53
C -7.14447 -3.15516 -6.50830 -2.01
Cl -6.84426 -4.81881 -7.05462 0.53
Cl -8.87860 -2.79026 -6.64571 0.49
Cl -6.63648 -2.98703 -4.81335 0.52
Cl -6.22116 -2.02333 -7.51772 0.49
C 2.17480 1.44321 -6.61560 -2.00
Cl 3.49205 1.23269 -7.78875 0.52
Cl 2.46037 2.91454 -5.66252 0.48
Cl 0.63008 1.58868 -7.48041 0.51
Cl 2.11702 0.03512 -5.53193 0.50
C -4.89046 -7.53763 8.13665 -2.03
Cl -6.51985 -8.16375 8.46703 0.52
Cl -4.06043 -7.20618 9.67194 0.52
Cl -3.96847 -8.74299 7.21298 0.51
Cl -5.01260 -6.03701 7.19379 0.49
C 3.67007 5.50711 -8.32059 -2.01
Cl 2.29619 5.64238 -7.20220 0.49
Cl 5.03756 4.73482 -7.48963 0.51
Cl 3.19688 4.52369 -9.72259 0.51
Cl 4.14993 7.12736 -8.86853 0.50
C -0.00097 2.62260 5.59004 -2.02
Cl 1.12391 2.38846 4.23478 0.51
Cl -0.76298 1.07128 6.00144 0.51
Cl 0.88900 3.23964 6.99930 0.48
Cl -1.25427 3.79247 5.12347 0.52
C -6.52544 1.20580 -9.82312 -2.03
Cl -7.22904 2.61744 -10.64081 0.52
Cl -7.79880 0.33237 -8.94590 0.48
Cl -5.79148 0.12728 -11.02922 0.52
Cl -5.28051 1.74522 -8.67563 0.51
C 6.66730 10.35545 -10.18092 -2.03
Cl 5.74312 9.82887 -11.60397 0.51
Cl 7.17335 8.93315 -9.24483 0.50
Cl 8.10288 11.25955 -10.70806 0.51
Cl 5.64888 11.39970 -9.16672 0.51
C -1.03185 7.54534 -0.97329 -2.02
Cl -2.15070 8.83931 -0.49424 0.52
Cl -1.56242 6.84563 -2.51856 0.48
Cl 0.60347 8.21383 -1.15709 0.52
Cl -1.01853 6.28101 0.27430 0.52
C -5.42786 -7.96283 0.50990 -2.01
Cl -4.35420 -8.19951 -0.88591 0.52
Cl -6.19578 -9.50813 0.93408 0.52
Cl -4.48414 -7.37200 1.89205 0.54
Cl -6.68304 -6.77425 0.09749 0.54
C 9.57438 -1.76914 9.74779 -2.01
Cl 7.96026 -2.43016 10.08803 0.52
Cl 10.39391 -1.39090 11.27811 0.52
Cl 10.52722 -2.96792 8.84612 0.52
Cl 9.41407 -0.28834 8.78072 0.46
```

The calculation puts the relative energy (zero: lowest compared OMol25 entry of this formula, charge and spin) at 11.082 eV. The calculation puts the strongest force on any atom at 4.8 eV Å⁻¹. The calculation puts the frontier orbital gap at 7.4 eV. The HOMO energy comes out at -8.783 eV. As for the spin multiplicity: 1.

[2]
Below is a structure of composition C35H19Cl5IrN6O2S in a non-equilibrium geometry, with properties calculated with ωB97M-V/def2-TZVPD.

```
69
Properties=species:S:1:pos:R:3:mulliken_spin:R:1
Ir 0.30873 -0.69719 -0.50310 0.95
C -1.57958 -0.52639 -3.48271 0.00
O -1.44201 -1.08163 -2.17579 0.03
C -2.57573 -1.56323 -1.56970 -0.01
C -3.76342 -1.79096 -2.25087 0.00
C -4.86989 -2.30105 -1.59394 0.00
C -4.81495 -2.59091 -0.23473 0.00
C -3.65561 -2.36330 0.46150 0.00
C -2.51468 -1.83579 -0.17301 0.03
N -1.40205 -1.50627 0.56385 -0.07
N -1.40342 -1.87533 1.79744 0.00
C -0.51340 -1.70712 2.74205 -0.01
C 0.82408 -1.13443 2.50631 0.02
O 1.10206 -0.45030 1.47621 -0.02
C 1.82154 -1.41633 3.47774 -0.01
C 1.51297 -1.94311 4.69394 0.00
C 0.17421 -2.26766 5.04533 0.00
C -0.15903 -2.65568 6.34968 0.00
C -1.45858 -2.99705 6.67476 0.00
C -2.43723 -3.00235 5.68468 0.00
C -2.13853 -2.60151 4.39666 0.00
C -0.83744 -2.20002 4.05543 0.00
H -1.74869 -1.31717 -4.21769 0.00
H -0.65266 -0.00846 -3.71760 0.00
H -2.40111 0.19170 -3.51783 0.00
H -3.83353 -1.60546 -3.30860 0.00
H -5.77438 -2.47642 -2.14928 0.00
H -5.67872 -2.98786 0.27022 0.00
H -3.59010 -2.55665 1.51974 0.00
H 2.83165 -1.12964 3.23634 0.00
H 2.28936 -2.10662 5.42630 0.00
H 0.61821 -2.68014 7.09766 0.00
H -1.70705 -3.27458 7.68782 0.00
H -3.43457 -3.33011 5.92810 0.00
H -2.90708 -2.60425 3.63992 0.00
S 2.58153 6.53528 0.61583 0.00
N 1.13107 5.90626 0.31669 0.00
C 1.26598 4.61468 0.05019 0.00
C 0.22926 3.67713 -0.23249 0.01
C -1.11719 3.97951 -0.08437 0.01
C -2.06157 3.00217 -0.34910 0.00
C -1.61679 1.74832 -0.73381 0.00
N -0.33602 1.42890 -0.87587 0.06
C 0.62078 2.36646 -0.64706 -0.04
C 1.98963 2.01910 -0.75445 0.01
N 2.37108 0.79739 -1.36114 0.01
C 3.63931 0.30613 -1.03096 0.02
C 4.56027 1.03235 -0.35319 0.00
C 4.28255 2.36435 -0.00203 0.00
C 3.00005 2.84599 -0.20082 -0.01
C 2.62544 4.19175 0.11586 0.00
N 3.44002 5.18583 0.43548 0.00
H -1.39997 4.96612 0.24776 0.00
H -3.11633 3.19627 -0.24564 0.00
H -2.33906 0.96716 -0.92561 0.01
H 3.87747 -0.66204 -1.43666 0.00
H 5.52508 0.59789 -0.14706 0.00
H 5.03230 3.01252 0.41868 0.00
Cl 1.71070 -2.02754 -2.08300 0.00
C 1.87940 -0.74138 -3.21093 -0.04
C 2.07377 0.56882 -2.74756 0.06
C 2.14764 1.58948 -3.70773 -0.02
Cl 2.40985 3.23067 -3.27539 0.00
C 2.05816 1.29345 -5.07724 0.01
Cl 2.20345 2.54818 -6.22767 0.00
C 1.91694 -0.02831 -5.51577 0.00
Cl 1.91108 -0.40475 -7.18086 0.00
C 1.79043 -1.04976 -4.56665 0.01
Cl 1.52432 -2.66514 -5.06430 0.00
```

Its charge is +2. The calculation puts the strongest force on any atom at 4.9 eV Å⁻¹. The calculation puts the frontier orbital gap (alpha / beta) at 3.9 / 3.9 eV. As for the expectation value of S²: 0.76. The HOMO energy (alpha / beta) comes out at -12.032 / -12.008 eV. As for the spin multiplicity: 2.